No. 1
{"formula": "C9H18ClN2OP", "method": "ωB97M-V/def2-TZVPD", "elements": ["C", "C", "C", "N", "P", "O", "C", "C", "C", "N", "H", "H", "H", "H", "H", "H", "H", "H", "H", "H", "H", "C", "C", "C", "H", "H", "H", "H", "H", "H", "Cl", "H"], "coordinates": [[2.10088, 2.24191, 0.60979], [0.63792, 2.03119, 1.13308], [-0.03837, 3.38171, 1.02174], [-0.08557, 0.99262, 0.55598], [0.07778, 0.39519, -0.87258], [-1.01435, -0.81198, -1.08674], [-1.90522, -1.36217, -0.16371], [-3.29761, -0.76516, -0.40864], [-4.36938, -1.13258, 0.56893], [-5.15566, -1.50948, 1.33249], [2.72509, 2.60504, 1.32382], [2.42248, 1.26012, 0.23541], [1.93253, 2.94838, -0.22569], [0.75592, 1.80136, 2.24965], [0.08947, 3.81998, 0.07384], [0.30114, 4.11736, 1.75803], [-1.12485, 3.42862, 1.25730], [-1.86062, -2.39265, -0.32232], [-1.55281, -1.21987, 0.85353], [-3.63275, -1.09588, -1.39870], [-3.17280, 0.23035, -0.24554], [2.69599, -1.39742, -0.65408], [2.20291, -2.32037, 0.15069], [1.87083, -3.72525, -0.20265], [2.74781, -0.46940, -0.30751], [2.95860, -1.66778, -1.65028], [1.81725, -2.10986, 1.11425], [2.20470, -4.56252, 0.41003], [2.30418, -3.86080, -1.14524], [0.73855, -3.85046, -0.38614], [-1.51158, 2.48220, -2.18069], [-1.86248, 2.51760, -3.39805]], "lowdin_charge": [-0.0574, -0.5805, -0.1126, -0.2199, 0.8680, -0.4034, -0.2758, -0.1274, -0.1960, 0.1302, 0.0383, 0.0303, 0.0819, 0.1426, 0.0288, 0.0811, 0.0851, 0.0991, 0.1128, 0.1327, 0.0653, -0.0312, -0.2386, -0.1099, -0.0443, 0.0689, 0.0847, 0.0731, 0.0398, 0.1026, 0.3552, -0.2235], "orbital_gap_ev": 9.2, "mol_weight_g_mol": 236.68, "e_above_lowest_kj_mol": 179.50, "lumo_energy_ev": 0.36}



No. 2
{"formula": "C36H36HgN7O3S3", "method": "ωB97M-V/def2-TZVPD", "elements": ["Hg", "C", "O", "C", "C", "C", "C", "C", "C", "N", "N", "C", "C", "C", "C", "O", "C", "N", "C", "C", "C", "C", "H", "H", "H", "H", "H", "H", "H", "H", "H", "H", "H", "H", "C", "N", "C", "C", "C", "C", "C", "C", "C", "C", "H", "H", "H", "H", "H", "H", "H", "H", "H", "H", "H", "H", "S", "C", "S", "C", "N", "N", "C", "C", "C", "C", "C", "C", "S", "H", "H", "H", "H", "H", "C", "N", "C", "C", "O", "H", "H", "H", "H", "H", "H", "H"], "coordinates": [[0.58607, -0.45731, -0.36024], [-3.40375, -3.49504, -6.76383], [-2.88953, -2.22285, -6.48261], [-3.76319, -1.30646, -5.93733], [-3.23667, -0.03602, -5.68629], [-4.01826, 0.94378, -5.12021], [-5.37051, 0.70911, -4.79442], [-5.87475, -0.55635, -5.07388], [-5.08669, -1.56449, -5.63345], [-6.25829, 1.70943, -4.36751], [-5.89307, 2.64223, -3.54204], [-4.86785, 2.60050, -2.68355], [-4.60204, 3.88922, -2.06263], [-3.48299, 4.34238, -1.46693], [-2.13091, 3.83251, -1.51130], [-0.31828, 2.83536, -0.11668], [-3.02262, 1.22884, -1.56672], [-2.56619, 0.17014, -0.92178], [-3.34596, -0.90049, -0.84916], [-4.62117, -0.91739, -1.39395], [-5.08478, 0.21691, -2.02425], [-4.28802, 1.37010, -2.15169], [-2.59455, -4.06111, -7.22153], [-4.24938, -3.44725, -7.46043], [-3.73155, -4.01015, -5.85299], [-2.20280, 0.15740, -5.94430], [-3.58799, 1.91679, -4.91868], [-6.91575, -0.75356, -4.84187], [-5.52589, -2.53651, -5.81507], [-5.43033, 4.58094, -2.18291], [-3.49467, 5.36219, -1.08710], [-2.93443, -1.76312, -0.33623], [-5.24491, -1.79808, -1.30786], [-6.09233, 0.25255, -2.41409], [-1.71581, -1.50197, 2.59662], [-0.95948, -0.28198, 2.41822], [-1.74202, 0.87493, 2.78563], [0.29304, -0.31774, 3.14437], [1.26159, -1.37141, 2.65633], [1.96267, -2.11029, 3.60863], [2.89851, -3.06153, 3.23049], [3.14096, -3.28335, 1.88452], [2.44622, -2.54949, 0.92824], [1.50249, -1.59235, 1.29798], [-2.02378, -1.64573, 3.65020], [-1.11512, -2.35993, 2.29475], [-2.61167, -1.46847, 1.97793], [-1.97642, 0.89497, 3.86719], [-2.68381, 0.86477, 2.23545], [-1.19984, 1.78551, 2.52747], [0.10588, -0.48533, 4.22402], [0.75938, 0.66911, 3.05430], [1.76937, -1.93729, 4.66406], [3.43505, -3.62495, 3.98561], [3.87788, -4.01711, 1.57699], [2.66488, -2.70780, -0.12224], [2.36606, 1.07793, -7.41486], [2.97086, 0.32920, -6.04467], [2.72226, 1.00273, -4.46957], [3.58420, -0.31941, -3.70780], [4.00102, -1.19473, -4.57604], [3.66010, -0.82561, -5.87810], [4.08965, -1.75151, -6.86747], [4.44116, -3.03838, -6.45105], [4.87640, -3.97220, -7.37445], [4.97750, -3.64921, -8.72097], [4.63809, -2.36927, -9.12658], [4.19731, -1.41890, -8.21607], [3.82473, -0.34557, -2.02406], [4.36875, -3.28221, -5.40320], [5.13908, -4.96539, -7.03052], [5.31467, -4.38523, -9.44041], [4.71506, -2.09083, -10.17081], [3.93188, -0.42906, -8.54479], [1.64268, 3.92851, 0.20520], [0.60225, 3.72801, -0.77958], [1.09153, 3.03742, -1.96351], [-1.61531, 2.98885, -0.46258], [-2.03187, 2.20496, -1.73275], [2.42616, 4.52328, -0.26392], [2.08057, 2.98399, 0.55891], [1.24146, 4.47912, 1.05616], [1.81838, 3.69166, -2.44716], [0.25839, 2.87935, -2.64455], [1.56861, 2.07488, -1.73796], [-2.22586, 2.57444, 0.34090]], "lowdin_charge": [0.8589, -0.1264, -0.0999, -0.2952, -0.0028, -0.0261, -0.3551, -0.0667, -0.0517, -0.0307, -0.0106, -0.2907, -0.1003, -0.1545, -0.0248, -0.1057, -0.2505, 0.1166, -0.1708, -0.0646, -0.0181, -0.0896, 0.0845, 0.0854, 0.0888, 0.1184, 0.1167, 0.0971, 0.0871, 0.0839, 0.0883, 0.0863, 0.0941, 0.1083, -0.1058, -0.2932, -0.1171, -0.2123, -0.2889, -0.0787, -0.1209, -0.1151, -0.1700, -0.3010, 0.0839, 0.0820, 0.0646, 0.0815, 0.0791, 0.0761, 0.1115, 0.1223, 0.0951, 0.0866, 0.0910, 0.0584, 0.5127, -1.0953, 0.9226, -1.2162, -0.0224, -0.1492, -0.1823, -0.0244, -0.1033, -0.1228, -0.1018, -0.0527, 0.3357, 0.0990, 0.0936, 0.0877, 0.0947, 0.0204, -0.0876, -0.2079, -0.1026, -0.2674, -0.0228, 0.0846, 0.0862, 0.0780, 0.0875, 0.0801, 0.0199, 0.1473], "s_squared": 0.759, "orbital_gap_ev": [5.2, 5.1], "multiplicity": 2, "mol_weight_g_mol": 911.52, "e_above_lowest_kj_mol": 810.19, "charge": -2, "lumo_energy_ev": [4.16, 4.11]}



No. 3
{"formula": "C4H7Cl", "method": "ωB97M-V/def2-TZVPD", "elements": ["C", "C", "C", "C", "Cl", "H", "H", "H", "H", "H", "H", "H"], "coordinates": [[-1.57216, -0.86340, -0.40634], [-0.75804, 0.10526, -0.19889], [-0.46551, 1.51590, -0.00932], [1.71177, -0.99780, 0.10562], [3.02927, 0.10817, -0.20129], [-1.44730, -1.87856, -0.53716], [-2.58370, -0.71854, -0.16132], [-0.92916, 1.94481, 0.90541], [0.54212, 1.50773, 0.43667], [-0.87154, 2.16857, -0.79343], [1.51039, -0.89652, 1.15555], [1.83387, -1.99561, -0.29550]], "lowdin_charge": [-0.0244, -0.1310, -0.1175, -0.4968, 0.4762, 0.0310, 0.0454, 0.0859, 0.0528, 0.0925, -0.0159, 0.0018], "orbital_gap_ev": [7.8, 9.1], "mol_weight_g_mol": 90.55, "e_above_lowest_kj_mol": 458.60, "lumo_energy_ev": [0.15, 0.65]}



No. 4
{"formula": "C3H11NO2", "method": "ωB97M-V/def2-TZVPD", "elements": ["C", "C", "N", "C", "H", "H", "H", "H", "H", "H", "H", "H", "H", "O", "O", "H", "H"], "coordinates": [[1.52515, -1.44412, -0.57680], [0.68204, -1.11772, 0.65573], [-0.27051, -0.04588, 0.41542], [0.32974, 1.45785, 0.40965], [2.20117, -2.27350, -0.36846], [2.10677, -0.57916, -0.88934], [0.88528, -1.73123, -1.41060], [0.12517, -2.01115, 0.95885], [1.33035, -0.82349, 1.48622], [-0.66940, -0.15515, -0.51953], [-0.37449, 2.26555, 0.58499], [0.89407, 1.64606, -0.50851], [0.98412, 1.42263, 1.28079], [-2.46836, 1.12498, 0.29519], [-2.51857, 0.64959, -1.05257], [-1.67917, 0.32168, 0.74122], [-3.08335, 1.29305, -1.50224]], "lowdin_charge": [-0.0917, -0.2794, -0.1392, -0.0143, 0.0713, 0.0657, 0.0736, 0.1141, 0.1083, 0.0785, 0.0654, 0.0709, 0.0672, -0.2591, -0.1591, 0.1467, 0.0810], "orbital_gap_ev": 9.5, "mol_weight_g_mol": 93.13, "e_above_lowest_kj_mol": 396.09, "lumo_energy_ev": 0.97}